{"formula": "C52H83GaNO36", "method": "ωB97M-V with the def2-TZVPD basis set", "species": ["C", "C", "O", "C", "Ga", "C", "C", "C", "C", "C", "C", "C", "C", "O", "C", "C", "O", "C", "C", "C", "C", "N", "C", "C", "O", "C", "C", "O", "C", "O", "H", "H", "H", "H", "H", "H", "H", "H", "H", "H", "H", "H", "H", "H", "H", "H", "H", "H", "H", "H", "H", "H", "H", "H", "H", "H", "H", "H", "H", "H", "H", "H", "H", "H", "H", "H", "H", "H", "H", "H", "H", "H", "H", "C", "C", "O", "C", "O", "O", "H", "H", "H", "H", "C", "C", "O", "C", "O", "O", "H", "H", "H", "H", "C", "C", "O", "C", "O", "O", "H", "H", "H", "H", "C", "C", "O", "C", "O", "O", "H", "H", "H", "H", "C", "C", "O", "C", "O", "O", "H", "H", "H", "H", "C", "C", "O", "C", "O", "O", "H", "H", "H", "H", "C", "C", "O", "C", "O", "O", "H", "H", "H", "H", "C", "C", "O", "C", "O", "O", "H", "H", "H", "H", "C", "C", "O", "C", "O", "O", "H", "H", "H", "H", "C", "C", "O", "C", "O", "O", "H", "H", "H", "H"], "positions_angstrom": [[0.454803, -3.510623, 0.536202], [-0.290574, -2.071860, 0.625013], [-1.595775, -2.252324, 0.049676], [-1.828778, -1.462371, -1.150143], [-2.467202, -2.721886, -2.705283], [-3.309600, -1.707490, -4.288731], [-4.684132, -0.963433, -3.967653], [-4.493282, 0.434593, -3.207420], [-4.227621, 1.668459, -4.201030], [-3.719433, 2.885721, -3.258023], [-2.134429, 3.049128, -3.265906], [-1.335315, 1.859734, -2.558035], [0.148937, 2.252510, -2.120792], [0.185901, 2.190277, -0.656257], [1.073865, 3.153920, -0.146015], [0.602892, 4.034006, 1.098736], [2.219687, 3.358700, -0.585604], [-0.693791, -3.561937, -3.449859], [0.227924, -2.281228, -3.857845], [1.485981, -2.302308, -2.863942], [2.719022, -1.391588, -3.334275], [3.133890, -0.551207, -2.152953], [4.548860, -0.204602, -2.242678], [4.966843, 1.254079, -2.754501], [5.401474, -1.058844, -1.911708], [-3.584218, -4.311882, -2.001488], [-4.546969, -3.967512, -0.782566], [-3.890245, -4.135762, 0.532589], [-4.305221, -3.102572, 1.400137], [-3.697521, -2.880616, 2.495261], [-0.349033, -4.317321, 0.396700], [1.152147, -3.577177, -0.353368], [0.953324, -3.679144, 1.541869], [-0.436797, -1.809733, 1.737670], [0.322008, -1.225900, 0.183842], [-2.637270, -0.685101, -0.870789], [-0.918486, -0.919821, -1.561643], [-3.537873, -2.491023, -5.101892], [-2.505292, -1.031746, -4.732752], [-5.162459, -0.700604, -4.985040], [-5.460122, -1.635654, -3.455117], [-5.415648, 0.601259, -2.566961], [-3.576949, 0.351766, -2.544300], [-3.397644, 1.360432, -4.921548], [-5.159985, 1.996228, -4.758837], [-4.167175, 3.886894, -3.593360], [-4.058156, 2.736373, -2.182916], [-1.863977, 4.014874, -2.702803], [-1.723193, 3.169483, -4.324223], [-1.943141, 1.548625, -1.638780], [-1.322716, 0.958811, -3.252632], [0.492395, 3.266892, -2.507002], [0.855974, 1.451856, -2.530015], [0.172761, 5.014482, 0.697955], [1.464496, 4.222578, 1.823941], [-0.227337, 3.486545, 1.654405], [-0.982095, -4.162949, -4.367783], [-0.235690, -4.182111, -2.607562], [-0.338208, -1.295151, -3.730070], [0.553853, -2.426754, -4.951381], [1.131905, -1.926812, -1.840512], [1.815564, -3.392278, -2.721641], [2.388138, -0.757567, -4.222592], [3.556201, -2.096513, -3.670860], [2.556559, 0.305116, -2.121254], [4.517790, 1.496895, -3.765306], [6.108427, 1.349820, -2.739631], [4.578784, 2.032967, -2.012942], [-4.177060, -4.773634, -2.854390], [-2.825444, -5.115590, -1.679805], [-5.083839, -2.964076, -0.874061], [-5.384108, -4.757421, -0.790676], [-5.221794, -2.449971, 1.190237], [3.952922, -7.312246, -2.520758], [3.900271, -6.226360, -3.555177], [2.511317, -5.945585, -3.653023], [1.937996, -6.334459, -2.480886], [0.814939, -6.087043, -2.167548], [2.815506, -7.040548, -1.713770], [4.867143, -7.279337, -1.926533], [3.847550, -8.310582, -2.955758], [4.423156, -5.319234, -3.237436], [4.300526, -6.546796, -4.517979], [-2.401578, -6.178594, 2.727162], [-3.489271, -6.118249, 3.748182], [-3.416379, -7.396518, 4.371509], [-2.153121, -7.865896, 4.179991], [-1.706901, -8.838631, 4.714881], [-1.466991, -7.087509, 3.304406], [-1.944404, -5.205715, 2.545369], [-2.751472, -6.591293, 1.777305], [-3.308811, -5.343810, 4.499969], [-4.470929, -5.958259, 3.301147], [0.967421, 7.888824, 1.223002], [1.077951, 9.261416, 1.811495], [-0.074915, 9.348202, 2.644901], [-0.435175, 8.075653, 2.960942], [-1.259628, 7.790755, 3.777799], [0.266446, 7.166301, 2.226614], [1.942637, 7.438631, 1.028856], [0.378923, 7.872810, 0.300452], [1.970582, 9.380220, 2.428300], [1.066349, 10.043062, 1.050481], [-4.916379, -3.830600, 7.023013], [-4.965404, -2.759621, 5.975248], [-6.356640, -2.475477, 5.872468], [-6.929777, -2.846071, 7.046467], [-8.056472, -2.592466, 7.358345], [-6.057512, -3.542696, 7.825555], [-4.002917, -3.792300, 7.617384], [-5.023895, -4.834571, 6.602311], [-4.440595, -1.850454, 6.281552], [-4.564080, -3.093859, 5.017079], [5.337589, 9.416394, -0.859163], [5.360264, 8.020878, -0.312357], [5.010559, 8.208235, 1.054856], [4.321266, 9.374025, 1.136431], [3.736944, 9.743445, 2.117706], [4.375138, 10.065028, -0.030118], [5.036622, 9.450505, -1.905652], [6.298744, 9.925089, -0.750535], [4.613544, 7.373914, -0.782484], [6.339368, 7.553962, -0.402545], [-9.647670, -3.814053, -2.327084], [-8.713579, -4.127364, -1.195897], [-7.572900, -4.656145, -1.858477], [-7.587915, -4.170226, -3.131474], [-6.688769, -4.282324, -3.905695], [-8.763869, -3.538965, -3.404371], [-10.283807, -2.953186, -2.117481], [-10.279443, -4.665551, -2.596510], [-8.416242, -3.234163, -0.638442], [-9.130909, -4.856401, -0.500156], [7.357013, -3.176618, -4.142804], [8.475966, -2.497454, -4.873031], [8.245813, -2.868810, -6.226485], [6.923809, -3.174569, -6.340109], [6.363514, -3.365366, -7.377599], [6.324930, -3.233811, -5.120382], [7.030679, -2.615944, -3.265137], [7.612850, -4.196174, -3.839183], [8.428181, -1.407737, -4.791793], [9.457911, -2.834587, -4.538828], [6.353000, 9.093284, 5.886306], [6.039315, 10.065570, 4.789328], [7.214401, 10.036294, 3.988079], [7.823990, 8.841644, 4.214734], [8.745475, 8.423730, 3.578764], [7.248558, 8.183777, 5.257927], [5.465728, 8.575500, 6.252064], [6.862605, 9.564726, 6.731728], [5.188065, 9.749529, 4.180082], [5.850987, 11.071680, 5.165786], [-7.060127, -5.402929, 10.233667], [-8.153746, -5.327195, 11.256135], [-8.079997, -6.595046, 11.897086], [-6.814785, -7.063671, 11.717112], [-6.367641, -8.024924, 12.268068], [-6.126094, -6.296056, 10.830196], [-6.602094, -4.433795, 10.040497], [-7.401713, -5.829166, 9.286409], [-7.978675, -4.544171, 11.999589], [-9.135389, -5.174974, 10.806436], [8.543782, 5.876870, -4.130141], [7.753756, 5.602708, -2.885448], [7.463889, 6.908488, -2.398351], [7.526777, 7.755852, -3.460694], [7.173249, 8.897595, -3.431982], [8.040688, 7.138030, -4.555762], [8.390066, 5.118031, -4.897872], [9.615447, 5.971827, -3.934106], [6.812730, 5.085000, -3.091462], [8.318954, 5.029743, -2.149774]], "forces_ev_per_a": [[-0.72, 0.58, 0.34], [-0.02, -1.38, 1.03], [1.61, 1.27, -0.51], [-1.42, 0.57, -0.44], [0.69, -0.51, -0.11], [-0.76, -0.34, -0.38], [0.08, 0.79, -1.29], [-0.04, -0.75, -0.73], [0.28, 0.04, 1.67], [0.42, 0.30, -0.75], [0.50, 0.29, 0.45], [-0.67, 0.24, -0.08], [-0.45, -1.41, -1.09], [1.40, 2.84, 0.19], [1.98, 0.51, 0.56], [-0.75, -1.04, -0.23], [-3.08, -0.80, 0.38], [-0.32, 1.27, 0.04], [0.44, -1.74, 0.52], [-0.34, 0.24, -0.41], [-1.13, -1.37, 0.11], [1.98, 1.11, -1.24], [0.86, -1.15, 0.68], [0.12, -0.10, 1.05], [-1.98, 2.42, -1.33], [0.12, -0.19, 0.76], [-1.33, -2.07, -1.58], [-1.84, 3.70, 1.18], [2.95, -0.63, 3.02], [-2.34, -1.26, -3.92], [1.09, 1.27, 0.22], [-0.65, 0.05, 1.26], [-0.15, -0.02, -1.40], [0.20, -0.38, -1.44], [-0.82, -0.98, 0.16], [1.29, -0.71, -0.36], [-0.78, -0.49, 0.93], [0.40, 1.03, 1.09], [-1.19, -0.41, 0.42], [0.34, -0.29, 1.39], [1.34, 0.81, -0.48], [1.13, 0.19, -0.64], [-1.21, 0.05, -0.59], [-1.18, 0.51, 0.77], [1.13, -0.63, 0.56], [0.59, -1.37, 0.34], [0.36, 0.03, -1.29], [-0.41, -1.23, -0.74], [-0.71, -0.09, 1.22], [1.15, 0.37, -1.12], [0.08, 1.04, 0.90], [-0.55, -1.24, 0.62], [-0.81, 1.18, 0.54], [0.68, -1.37, 0.57], [-1.12, -0.22, -1.33], [1.01, 0.81, -0.73], [0.65, 0.42, 1.15], [-0.49, 0.82, -1.61], [0.82, -1.11, -0.36], [-0.28, 0.56, 1.52], [0.54, -0.53, -1.45], [-0.39, 1.61, -0.27], [0.53, -0.64, 1.07], [-0.94, 1.32, 0.60], [0.47, -0.60, -0.14], [0.56, -0.46, 1.14], [-1.67, -0.32, -0.24], [0.27, -1.06, -0.94], [0.41, 0.60, 1.16], [-1.18, 1.09, -0.23], [1.08, -1.04, 0.22], [1.04, 1.17, 0.23], [1.17, -1.12, -0.51], [0.47, -0.46, 0.23], [0.48, 0.30, -0.49], [-0.04, -0.24, 0.34], [-1.19, 0.33, 0.25], [0.90, -0.49, -0.06], [-0.06, 0.20, -0.25], [-0.19, 0.00, 0.11], [-0.01, 0.05, -0.01], [-0.04, -0.03, 0.01], [-0.20, 0.11, -0.01], [0.22, 0.60, -0.93], [-0.61, 0.55, 0.12], [0.36, -0.24, 0.00], [0.51, -0.57, 0.17], [-0.30, 0.52, -0.24], [-0.34, -0.40, 0.61], [0.07, -0.18, -0.01], [0.04, 0.06, 0.05], [0.02, -0.04, -0.02], [0.05, -0.14, 0.12], [0.31, -0.26, -0.65], [0.37, 0.62, 0.08], [-0.41, -0.69, 0.02], [-0.62, 0.01, 0.61], [0.50, 0.11, -0.48], [-0.23, 0.33, 0.33], [-0.12, -0.14, 0.14], [0.00, -0.02, 0.04], [-0.64, -0.11, -0.14], [-0.12, 0.04, 0.17], [0.62, -0.51, 0.11], [0.74, 0.19, -0.61], [-0.35, -0.28, 0.62], [-0.73, 0.33, -0.05], [0.61, -0.22, -0.06], [-0.33, 0.32, -0.25], [-0.20, -0.01, 0.11], [-0.03, 0.05, 0.02], [-0.06, -0.05, -0.01], [-0.19, 0.18, -0.04], [0.41, 0.23, -0.79], [0.39, -0.70, -0.43], [-0.47, 0.65, 0.26], [0.08, 0.13, 0.24], [1.11, 0.00, -0.50], [-0.26, -0.33, 0.77], [-0.06, 0.15, 0.18], [-0.08, -0.04, 0.00], [0.00, 0.04, 0.05], [-0.15, 0.05, 0.23], [-0.72, 0.16, -0.06], [-0.04, -0.06, 0.77], [-0.32, 0.14, -0.46], [0.98, -0.12, -0.73], [-0.65, 0.04, 0.47], [0.27, -0.13, 0.20], [0.11, 0.00, -0.18], [0.05, 0.01, 0.03], [-0.01, -0.02, -0.06], [0.20, -0.04, -0.08], [-0.14, -0.06, 0.96], [0.61, 0.32, 0.26], [-0.39, -0.14, -0.03], [-0.56, -0.16, -0.76], [0.38, 0.11, 0.61], [0.30, 0.07, -0.50], [-0.21, -0.05, -0.15], [0.02, 0.03, -0.08], [-0.05, -0.06, 0.00], [-0.04, -0.01, -0.22], [-0.31, -0.10, 0.69], [-0.77, 0.51, -0.08], [0.32, -0.45, 0.14], [0.62, -0.31, -0.48], [-0.53, 0.24, 0.36], [0.20, 0.26, -0.42], [0.18, -0.12, -0.08], [0.01, -0.03, -0.06], [0.07, 0.01, 0.02], [0.16, -0.02, -0.17], [0.12, 0.53, -0.61], [-0.57, 0.50, 0.06], [0.43, -0.20, -0.09], [0.40, -0.71, 0.36], [-0.28, 0.56, -0.30], [-0.31, -0.29, 0.45], [0.09, -0.22, 0.00], [0.02, 0.03, 0.06], [0.02, -0.05, -0.03], [0.04, -0.16, 0.13], [0.49, -0.49, -0.41], [-0.11, -0.81, 0.39], [0.10, 0.34, -0.44], [-0.15, 0.75, -0.18], [0.13, -0.64, 0.07], [-0.28, 0.27, 0.50], [-0.04, 0.22, -0.05], [-0.07, 0.03, 0.01], [0.04, 0.06, 0.00], [-0.10, 0.20, 0.07]], "lumo_ev": 1.11, "largest_force_ev_per_a": 4.74, "total_charge": -1, "e_homo_ev": -4.312}